Entry from OMol25: a single C2H6N2 molecule (wB97M-V/def2-TZVPD).

```
10
Properties=species:S:1:pos:R:3:nbo_charge:R:1
C 1.552 -0.037 0.329 -0.479
N 0.211 0.262 0.876 -0.429
C -0.905 0.101 0.234 0.258
N -1.183 -0.254 -1.159 -0.848
H 1.660 0.032 -0.790 0.180
H 2.262 0.682 0.740 0.215
H 1.895 -0.988 0.900 0.225
H -1.802 0.456 0.641 0.162
H -0.556 0.444 -1.670 0.361
H -0.537 -1.062 -1.215 0.356
```

As for the largest force on an atom: 3.25 eV/A. The calculation puts the HOMO-LUMO gap at 10.51 eV. Its relative energy (zero: lowest compared OMol25 entry of this formula, charge and spin) is 45.6 kcal/mol. Its spin multiplicity is 1. For the total energy, the calculation gives -5149.9417 eV. The SMILES is C/N=C\N. As for the highest occupied orbital energy: -9.63 eV.

Entry from OMol25: 2 unconnected molecules or ions with the total composition C9H19F6IN3OP (wB97M-V/def2-TZVPD).

```
40
Properties=species:S:1:pos:R:3:nbo_charge:R:1
C 2.847 -2.887 0.753 -0.451
N 3.772 -1.984 -0.030 -0.644
C 3.051 -1.077 -0.996 -0.232
C 1.647 -0.435 -0.453 -0.301
C 0.910 0.721 -1.387 0.244
N 0.074 1.451 -0.541 -0.484
I -1.199 3.027 -1.059 0.565
C 0.115 1.029 0.919 -0.098
C -0.985 -0.063 1.475 -0.073
O -2.389 0.390 1.274 -0.554
C -3.301 -0.763 1.199 -0.294
C 1.550 0.241 1.034 -0.243
C 2.850 0.980 1.704 -0.225
N 2.944 2.464 1.429 -0.860
H 2.590 -2.374 1.796 0.182
H 3.484 -3.855 1.030 0.224
H 1.904 -3.264 0.171 0.218
H 4.468 -1.488 0.567 0.376
H 2.782 -1.722 -1.956 0.216
H 3.767 -0.216 -1.381 0.219
H 0.873 -1.310 -0.524 0.260
H 1.032 0.933 -2.555 0.282
H 0.087 2.042 1.504 0.250
H -0.789 -0.200 2.640 0.203
H -0.777 -1.114 0.988 0.190
H -3.635 -1.136 2.279 0.175
H -4.296 -0.433 0.631 0.267
H -2.854 -1.657 0.575 0.179
H 1.281 -0.619 1.816 0.243
H 2.860 0.792 2.861 0.223
H 3.807 0.478 1.236 0.196
H 2.559 3.038 2.211 0.378
H 2.541 2.733 0.501 0.363
F -5.269 2.061 -3.737 -0.603
P -4.796 0.897 -2.815 2.668
F -4.349 0.619 -1.349 -0.619
F -5.675 -0.063 -3.672 -0.602
F -3.578 1.861 -2.943 -0.623
F -3.852 -0.260 -3.262 -0.610
F -6.050 1.164 -1.931 -0.604
```

As for the largest force on an atom: 6.30 eV/A. The calculation puts the HOMO-LUMO gap at 7.09 eV. Its spin multiplicity is 1. For the total energy, the calculation gives -49847.5631 eV. As for the highest occupied orbital energy: -9.32 eV.

Entry from OMol25: a single C5H7NO molecule (wB97M-V/def2-TZVPD).

```
14
Properties=species:S:1:pos:R:3:nbo_charge:R:1
O -0.382 1.459 3.035 -0.696
C 0.123 1.933 1.799 -0.131
C 0.211 0.824 0.836 -0.031
C 0.128 -0.213 0.222 -0.032
C -0.036 -1.537 -0.342 -0.161
C -0.245 -1.755 -1.796 -0.239
N 0.996 -2.177 -1.160 -0.557
H -1.034 0.778 2.826 0.472
H -0.511 2.738 1.398 0.187
H 1.110 2.358 2.006 0.206
H -0.522 -2.220 0.351 0.224
H -0.238 -0.883 -2.447 0.201
H -0.905 -2.560 -2.109 0.202
H 1.741 -1.514 -1.358 0.356
```

As for the largest force on an atom: 0.51 eV/A. The calculation puts the HOMO-LUMO gap at 10.10 eV. Its relative energy (zero: lowest compared OMol25 entry of this formula, charge and spin) is 79.3 kcal/mol. Its spin multiplicity is 1. For the total energy, the calculation gives -8832.7632 eV. The SMILES is OCC#C[C@H]1CN1. As for the highest occupied orbital energy: -9.31 eV.

Entry from OMol25: a single C17H18ClN3O3 molecule (wB97M-V/def2-TZVPD).

```
42
Properties=species:S:1:pos:R:3:nbo_charge:R:1
C -3.855 -1.461 1.055 -0.646
C -4.320 -0.282 0.266 -0.068
C -5.644 -0.157 -0.149 -0.011
Cl -6.777 -1.421 0.192 0.001
C -6.112 0.958 -0.824 -0.240
C -5.241 1.996 -1.099 -0.195
C -3.916 1.895 -0.727 -0.263
C -3.449 0.761 -0.071 0.246
N -2.094 0.710 0.305 -0.667
C -1.260 -0.334 -0.061 0.797
O -1.615 -1.254 -0.768 -0.649
N 0.000 -0.281 0.472 -0.457
C 0.560 0.756 1.307 -0.224
C 1.559 1.593 0.496 -0.239
N 2.571 0.708 -0.043 -0.426
C 3.865 0.879 0.329 0.635
O 4.221 1.834 0.996 -0.601
C 4.837 -0.161 -0.095 0.164
C 4.848 -1.526 0.041 -0.278
C 6.121 -1.956 -0.393 -0.322
C 6.789 -0.825 -0.755 0.111
O 6.028 0.256 -0.568 -0.365
C 2.025 -0.338 -0.875 -0.231
C 1.014 -1.163 -0.068 -0.230
H -3.410 -2.200 0.389 0.254
H -4.685 -1.921 1.584 0.229
H -3.093 -1.159 1.771 0.217
H -7.147 1.011 -1.121 0.227
H -5.596 2.877 -1.612 0.219
H -3.228 2.698 -0.952 0.207
H -1.665 1.620 0.390 0.393
H 1.101 0.270 2.128 0.206
H -0.218 1.379 1.743 0.215
H 1.047 2.102 -0.329 0.189
H 2.060 2.330 1.125 0.257
H 4.062 -2.146 0.424 0.226
H 6.483 -2.963 -0.427 0.233
H 7.774 -0.672 -1.149 0.208
H 1.502 0.128 -1.720 0.198
H 2.822 -0.969 -1.263 0.234
H 1.520 -1.673 0.758 0.189
H 0.517 -1.897 -0.703 0.257
```

As for the largest force on an atom: 1.00 eV/A. The calculation puts the HOMO-LUMO gap at 9.28 eV. Its relative energy (zero: lowest compared OMol25 entry of this formula, charge and spin) is 15.0 kcal/mol. Its spin multiplicity is 1. For the total energy, the calculation gives -41056.9791 eV. The SMILES is Cc1c(Cl)cccc1NC(=O)N1CCN(C(=O)c2ccco2)CC1. As for the highest occupied orbital energy: -8.77 eV.

Entry from OMol25: a molecular structure, IO4V2 (wB97M-V/def2-TZVPD).

```
7
Properties=species:S:1:pos:R:3:lowdin_charge:R:1
O 1.710 -2.174 0.467 -0.285
V 1.325 -2.085 -1.007 0.837
O 0.501 -3.202 -1.669 -0.279
O -0.578 3.420 0.341 -0.245
V -0.562 2.037 0.931 0.809
O -1.650 1.968 2.111 -0.284
I -0.745 0.036 -1.174 0.446
```

As for the net charge: +1. As for the largest force on an atom: 4.88 eV/A. The calculation puts the HOMO-LUMO gap at 7.99 eV. Its relative energy (zero: lowest compared OMol25 entry of this formula, charge and spin) is 16.2 kcal/mol. Its spin multiplicity is 1. For the total energy, the calculation gives -67656.1015 eV. As for the highest occupied orbital energy: -14.79 eV.

Entry from OMol25: 7 unconnected molecules or ions with the total composition C16H48F18N4O4P3 (wB97M-V/def2-TZVPD).

```
93
Properties=species:S:1:pos:R:3:lowdin_charge:R:1
C -2.809 2.252 -3.594 -0.031
C -1.493 1.602 -3.251 -0.289
C -1.158 0.695 -4.453 -0.198
O 0.225 0.474 -4.526 -0.232
C 0.681 -0.238 -5.697 -0.040
N -0.269 2.559 -3.279 0.197
H -0.298 3.227 -4.086 0.188
H -0.056 2.986 -2.389 0.088
H 0.459 1.855 -3.536 0.108
H -2.623 2.954 -4.439 0.104
H -3.087 2.819 -2.718 0.073
H -3.569 1.495 -3.748 0.102
H -1.399 1.127 -2.260 0.138
H -1.573 1.245 -5.335 0.138
H -1.694 -0.242 -4.298 0.140
H 0.563 -1.328 -5.611 0.100
H 1.713 0.099 -5.879 0.100
H 0.072 0.096 -6.562 0.092
C 0.683 0.558 3.515 -0.029
C 0.565 -0.160 2.211 -0.299
C 1.153 -1.587 2.318 -0.148
O 0.478 -2.145 3.461 -0.210
C 1.350 -3.051 4.084 -0.124
N -0.914 -0.245 1.959 0.239
H -1.325 0.571 1.489 0.118
H -1.203 -1.040 1.392 0.113
H -1.345 -0.332 2.826 0.128
H 0.007 0.236 4.271 0.082
H 0.432 1.608 3.295 0.088
H 1.732 0.448 3.849 0.112
H 1.012 0.376 1.410 0.099
H 2.247 -1.554 2.454 0.142
H 0.933 -2.180 1.437 0.122
H 2.138 -2.525 4.630 0.089
H 1.765 -3.766 3.366 0.086
H 0.807 -3.652 4.932 0.124
C 4.599 4.960 -0.767 -0.046
C 3.955 4.090 0.228 -0.301
C 4.089 4.694 1.622 -0.196
O 3.402 5.902 1.544 -0.210
C 2.897 6.431 2.789 -0.044
N 2.501 3.899 -0.185 0.234
H 2.038 3.060 0.210 0.119
H 2.016 4.799 -0.028 0.157
H 2.549 3.705 -1.158 0.118
H 5.622 5.229 -0.507 0.105
H 4.149 5.942 -0.838 0.092
H 4.661 4.541 -1.781 0.102
H 4.411 3.149 0.195 0.127
H 5.125 4.796 1.938 0.135
H 3.745 4.107 2.484 0.132
H 3.768 6.605 3.392 0.088
H 2.076 5.798 3.146 0.095
H 2.433 7.407 2.572 0.100
C -4.254 -6.887 2.140 -0.039
C -3.156 -6.066 1.474 -0.328
C -2.185 -6.991 0.787 -0.232
O -1.501 -6.302 -0.172 -0.165
C -0.525 -5.422 0.406 -0.065
N -3.635 -5.058 0.485 0.223
H -2.954 -4.627 -0.125 0.103
H -4.226 -5.446 -0.299 0.210
H -4.144 -4.307 0.927 0.132
H -5.001 -6.192 2.590 0.097
H -3.820 -7.466 3.003 0.114
H -4.815 -7.640 1.604 0.083
H -2.593 -5.484 2.249 0.161
H -2.766 -7.727 0.225 0.145
H -1.519 -7.511 1.440 0.139
H 0.385 -5.891 0.796 0.103
H -0.927 -4.867 1.266 0.077
H -0.274 -4.710 -0.353 0.094
P -3.294 -1.657 -0.498 0.160
F -4.210 -2.270 0.700 -0.161
F -4.541 -1.087 -1.232 -0.081
F -3.160 -0.324 0.424 -0.143
F -2.265 -1.084 -1.591 -0.131
F -2.000 -2.336 0.219 -0.184
F -3.376 -3.078 -1.347 -0.175
P -0.964 3.397 0.452 0.220
F -1.354 2.452 1.778 -0.181
F -2.035 4.539 0.873 -0.127
F 0.213 4.103 1.265 -0.142
F -0.452 4.267 -0.888 -0.190
F 0.061 2.211 0.117 -0.159
F -2.110 2.745 -0.455 -0.127
P 2.764 0.312 -1.524 0.272
F 2.750 -0.330 -2.989 -0.122
F 1.651 1.522 -1.976 -0.219
F 1.590 -0.716 -1.100 -0.157
F 2.658 0.880 0.065 -0.217
F 3.886 -0.762 -1.015 -0.155
F 3.865 1.455 -1.816 -0.150
```

As for the net charge: +1. As for the largest force on an atom: 2.92 eV/A. The calculation puts the HOMO-LUMO gap at 10.68 eV. Its spin multiplicity is 1. For the total energy, the calculation gives -108314.0943 eV. As for the highest occupied orbital energy: -12.53 eV.

> What is the spin multiplicity in the third record?

1

> highest occupied orbital energy of number 4 (C17H18ClN3O3)?

-8.77 eV